Entry 1:
Here is C30H49BO2P2Tb as an isolated structure at a distorted geometry from the Open Molecules 2025 dataset. Energies are from ωB97M-V with the def2-TZVPD basis set.

Atoms and positions in Å:
Tb 1.16582 -0.08459 0.30809
C 1.16289 -2.35508 -1.20797
C 2.16379 -2.31029 -0.17744
C 0.09466 -2.56581 0.83262
C -0.10285 -2.54077 -0.57727
C 1.49483 -2.39980 1.09493
C 1.44269 -2.51719 -2.66344
H 2.31819 -1.93621 -2.98606
H 0.59118 -2.20920 -3.28585
H 1.65406 -3.57242 -2.91082
C -1.36530 -2.94804 -1.25495
H -1.28220 -2.91317 -2.34932
H -2.19669 -2.30032 -0.94775
H -1.65011 -3.98025 -0.98280
C -0.92992 -2.96842 1.82807
H -1.07887 -4.06258 1.82396
H -1.89009 -2.49535 1.59710
H -0.64210 -2.67963 2.84375
C 2.13826 -2.33813 2.43542
H 2.65511 -3.28533 2.63552
H 1.41542 -2.15802 3.23995
H 2.89446 -1.54685 2.50645
C 3.63180 -2.35651 -0.37717
H 3.97624 -3.39692 -0.47781
H 4.16241 -1.92703 0.47654
H 3.95123 -1.81718 -1.27694
C 1.99927 2.03275 -0.52017
C 2.74846 1.01449 -1.06446
C 4.25817 1.01354 -1.06978
C 4.94236 0.63901 0.27352
C 3.99047 0.39878 1.41365
C 3.17958 1.36396 1.94198
C 3.32920 2.82060 1.53441
C 2.60947 3.19425 0.22147
H 4.61885 2.00962 -1.37455
H 5.68347 1.42298 0.52520
H 4.60044 0.28598 -1.82750
H 3.33176 3.69537 -0.44563
H 0.95968 2.18354 -0.85544
H 2.29939 0.31851 -1.81146
H 1.82193 3.92530 0.46177
H 2.94464 3.45181 2.35651
H 2.72428 1.21846 2.93274
H 4.39571 3.10746 1.43484
H 5.54617 -0.27563 0.12849
H 4.26242 -0.46258 2.03779
P -0.73467 0.84855 -2.47371
C -1.98993 -0.08645 -3.43602
H -2.40981 0.52838 -4.24845
H -2.81380 -0.40703 -2.78407
H -1.53264 -0.98613 -3.87211
C -1.58952 2.46751 -2.41345
H -1.92099 2.77456 -3.41656
H -0.91061 3.22573 -2.00685
H -2.45388 2.38877 -1.74457
C 0.48996 1.18774 -3.80140
H 1.27710 1.85095 -3.42214
H 0.01406 1.65534 -4.67570
H 0.96622 0.24671 -4.10665
P -1.36348 1.26309 2.15722
C -0.08189 0.43304 3.17790
H -0.02493 0.92626 4.16387
H 0.94991 0.48290 2.76685
H -0.34417 -0.61631 3.34999
C -0.70538 2.92184 1.80806
H 0.38471 2.91369 1.69571
H -0.95152 3.60745 2.63332
H -1.14920 3.30614 0.88371
C -2.76838 1.46578 3.29511
H -2.46885 2.01926 4.18775
H -3.15531 0.48763 3.60275
H -3.58304 2.00284 2.79752
O -2.95176 -0.90817 0.85074
B -2.30337 0.37935 0.62154
O -3.21894 1.13204 -0.22515
C -4.38712 0.41590 -0.28665
C -5.62058 0.80590 -0.78044
C -6.69542 -0.06219 -0.59872
C -6.53326 -1.28333 0.04472
C -5.28371 -1.68090 0.52007
C -4.22716 -0.80659 0.36118
H -5.71218 1.76971 -1.27811
H -7.68336 0.22608 -0.97172
H -7.40392 -1.94064 0.17565
H -5.12982 -2.64856 1.00866

Results
Multiplicity: 7
E_LUMO (alpha / beta) (Eh): -0.125 / -0.106
Max |F| (hartree/bohr): 0.07662
Total charge: +1
HOMO-LUMO gap (alpha / beta) (eV): 4.6 / 6.9

Results of the Mulliken charge analysis, in e, for atoms 1 through 2: atom 1 (Tb): -0.78, atom 2 (C): 0.17

---

Entry 2:
Here is C30H50Br2F4N4O9P2S as an isolated structure at a distorted geometry from the Open Molecules 2025 dataset. Energies are from ωB97M-V with the def2-TZVPD basis set.

Atoms and positions in Å:
C -0.36203 -1.69971 -7.95647
C -0.58547 -1.22668 -6.50559
C 0.56190 -1.64964 -5.54323
F 1.62752 -2.22345 -6.22170
C 0.08060 -2.47733 -4.36502
C -0.43122 -1.72515 -3.22671
C -0.51448 -0.19873 -3.26789
C 0.45627 0.48482 -2.26363
C 1.00439 1.75966 -2.88001
F 1.61085 1.54768 -4.08105
Br -0.46321 3.00584 -3.25139
C 2.06427 2.38901 -1.90250
F 2.72509 1.42158 -1.23876
F 2.96475 3.12552 -2.54204
Br 1.17934 3.43745 -0.49689
C -0.86251 -2.32935 -2.07022
N -1.32147 -1.51829 -0.98127
C -2.75983 -1.18283 -1.05354
C -0.94161 -2.01733 0.30800
C 0.52588 -1.85182 0.67860
O -1.68133 -2.56502 1.07187
C -0.82577 -3.76154 -2.04609
N -1.22409 -4.54006 -1.05730
S -0.96817 -6.07641 -1.47110
N -0.35933 -5.81975 -2.93566
C -0.32113 -4.52478 -3.17945
C 0.11988 -3.84675 -4.35973
C 0.62678 -4.66900 -5.53867
C -0.08808 -5.99053 -5.75993
N 0.54381 -7.06890 -5.94458
H -0.60396 -2.75725 -8.07135
H 0.64904 -1.47650 -8.29004
H -1.04553 -1.11703 -8.57999
H -0.59076 -0.13232 -6.55306
H -1.56473 -1.52232 -6.12508
H 0.95661 -0.71824 -5.13482
H -1.53421 0.04290 -2.96782
H -0.42362 0.19147 -4.27751
H 1.23474 -0.23727 -2.01926
H -0.12339 0.72886 -1.37601
H -3.25723 -1.21922 -0.08761
H -3.29086 -1.77650 -1.80126
H -2.84029 -0.14494 -1.40432
H 0.97084 -2.84580 0.54447
H 1.05169 -1.14724 0.03816
H 0.59685 -1.63043 1.74131
H 1.70798 -4.81463 -5.47609
H 0.46109 -4.07498 -6.44062
H -1.17749 -6.03875 -5.79776
H 1.55074 -6.91160 -5.90520
O -5.51313 3.01691 1.49145
P -5.41014 2.77567 2.95393
O -6.11965 1.32639 3.20776
C -5.94757 0.24807 2.29063
C -4.93922 -0.75402 2.81893
O -6.54808 3.78128 3.54041
C -6.93021 4.95576 2.82339
C -8.27462 4.74397 2.16054
O -4.67230 2.83415 4.40980
C -3.42116 2.15704 4.59360
C -2.42905 2.43957 3.48433
H -5.64271 0.60231 1.30448
H -6.92131 -0.23238 2.18037
H -3.93451 -0.32218 2.82345
H -4.91786 -1.64694 2.19236
H -5.17750 -1.04571 3.84216
H -6.17227 5.23745 2.09276
H -6.99971 5.76735 3.55085
H -8.24679 3.88950 1.48415
H -8.57330 5.62817 1.59456
H -9.03799 4.53514 2.91145
H -3.60153 1.08413 4.69942
H -3.01620 2.50709 5.54291
H -2.77267 2.02026 2.53088
H -1.45888 1.99906 3.71400
H -2.30471 3.51474 3.34433
O 6.19726 2.32385 4.34554
P 5.63987 1.02310 3.89597
O 4.44069 1.39968 2.85303
C 4.56832 2.47673 1.92543
C 4.88000 1.95566 0.53533
O 4.77786 0.55991 5.19777
C 5.12645 1.01232 6.50702
C 4.15812 2.08411 6.95994
O 5.72750 -0.54785 3.45366
C 6.49854 -0.91343 2.30177
C 7.87488 -0.28133 2.28887
H 5.32896 3.19304 2.23880
H 3.60970 2.99908 1.91429
H 5.88853 1.53277 0.50024
H 4.82643 2.76013 -0.19920
H 4.18676 1.17281 0.25632
H 6.15431 1.37254 6.54053
H 5.06135 0.14903 7.17272
H 4.15335 2.92508 6.26624
H 4.42108 2.45200 7.95323
H 3.14222 1.68715 6.99175
H 5.93914 -0.66277 1.39628
H 6.59586 -1.99881 2.32593
H 7.80886 0.80739 2.17760
H 8.46809 -0.66737 1.46016
H 8.39981 -0.48430 3.22367

Results
E_LUMO (Eh): -0.033
Max |F| (hartree/bohr): 0.12912
HOMO-LUMO gap (eV): 8.1

Results of the Mulliken charge analysis, in e, for atoms 1 through 2: atom 1 (C): -1.36, atom 2 (C): -0.41

---

Entry 3:
Here is C30H50Cl3CuN4O4Si as an isolated structure at a distorted geometry from the Open Molecules 2025 dataset. Energies are from ωB97M-V with the def2-TZVPD basis set.

Atoms and positions in Å:
C -4.37770 -0.43006 -2.78616
C -3.94268 0.91852 -2.29684
H -5.30879 -0.76168 -2.30306
H -3.58835 -1.17305 -2.60730
H -4.57870 -0.40895 -3.86734
C -4.54319 2.05603 -2.67421
C -5.88803 2.10553 -3.34169
H -4.07710 3.02672 -2.48015
H -6.46651 1.19293 -3.16560
H -5.82978 2.26568 -4.42938
H -6.49721 2.91922 -2.93675
Cu 0.63109 -2.32332 0.41605
Cl 0.88299 -2.58228 -1.73918
Cl 0.96876 -3.11725 2.43418
H 5.11680 -3.39964 2.38774
H 3.73751 -6.04840 0.25100
C 4.08720 -3.77659 2.40514
C 3.05465 -5.39594 0.81402
N 3.66188 -4.09724 1.05897
H 3.44332 -2.98559 2.82251
C 3.68752 -3.11742 0.11927
O 4.11415 -1.97644 0.29399
H 2.16087 -5.30414 0.18588
H 3.26781 -3.42015 -0.85826
H 4.00429 -4.69373 3.00009
H 2.78962 -5.86405 1.76770
H -4.69928 -0.37857 2.03557
H -4.66575 2.13726 0.89600
C -4.37599 0.07832 2.97937
C -4.77138 2.30894 1.97749
N -3.89660 1.41939 2.72242
H -3.58379 -0.51329 3.44581
C -2.62785 1.77881 3.05476
O -1.77187 1.01804 3.51193
H -4.51266 3.35216 2.21012
H -2.43455 2.86201 2.88700
H -5.24119 0.12502 3.65596
H -5.81106 2.11308 2.26674
O -3.45724 0.51351 -0.08478
C -2.86090 0.90137 -1.20223
C -1.71938 2.98831 -0.15525
C -1.85456 2.10195 -1.22517
H -2.36191 2.84089 0.71711
C -0.80376 4.04808 -0.21806
H -2.22976 0.04117 -1.48231
C -1.03706 2.25980 -2.34604
H -0.70949 4.73643 0.62398
C 0.00789 4.20716 -1.34298
C -0.10106 3.29466 -2.39263
H -1.14891 1.58290 -3.20034
H 0.76130 4.99578 -1.38734
H 0.53692 3.39570 -3.26644
Si -2.26757 -3.85222 0.88112
Cl -1.57475 -1.77560 0.65301
C -2.34516 -4.30239 2.70149
C -0.88470 -4.97827 0.21595
C -3.77116 -4.16709 -0.15338
H -2.33325 -3.42430 3.35342
H -1.49025 -4.93186 2.99004
H -3.25576 -4.87762 2.91910
H -4.67647 -3.74997 0.30269
H -3.89770 -5.25540 -0.27745
H -3.65217 -3.71828 -1.14627
H -0.33331 -4.53682 -0.62828
H -1.27782 -5.93383 -0.14555
H -0.14378 -5.17945 1.00752
C 5.69909 2.35772 -3.09731
C 5.16943 3.26361 -2.01221
N 4.45447 2.58378 -0.90360
C 5.29561 1.87153 0.07562
C 6.44216 2.74152 0.57708
C 3.19375 2.10697 -1.21676
O 2.72016 2.21828 -2.34920
C 2.39402 1.49179 -0.10762
C 2.10967 2.19749 1.05955
C 1.27927 1.59782 1.99761
C 0.81440 0.30347 1.76134
N 1.14190 -0.38140 0.66358
C 1.87786 0.21210 -0.28454
H 6.36356 1.59271 -2.68315
H 6.25080 2.95965 -3.82775
H 4.85344 1.87486 -3.59845
H 5.97561 3.82404 -1.53837
H 4.45854 3.97711 -2.44119
H 4.66177 1.56551 0.91703
H 5.70052 0.94068 -0.36957
H 6.06604 3.68471 0.98843
H 6.95804 2.20265 1.37544
H 7.18489 2.95517 -0.19833
H 2.52736 3.19847 1.19472
H 0.96249 2.10072 2.90509
H 0.18949 -0.21264 2.48367
H 2.01898 -0.36286 -1.19586

Results
Multiplicity: 2
E_LUMO (alpha / beta) (Eh): 0.091 / 0.028
Max |F| (hartree/bohr): 0.04731
Total charge: -1
HOMO-LUMO gap (alpha / beta) (eV): 6.0 / 4.2

Results of the Mulliken charge analysis, in e, for atoms 1 through 2: atom 1 (C): -1.63, atom 2 (C): 0.24

---

Entry 4:
Here is C30H50Cl6P2PdSi2 as an isolated structure at a distorted geometry from the Open Molecules 2025 dataset. Energies are from ωB97M-V with the def2-TZVPD basis set.

Atoms and positions in Å:
Pd 0.39548 0.51844 0.49059
C -1.36330 -0.03944 1.79843
C -1.83040 1.15363 1.11320
C -2.66844 0.69929 0.03970
Si -1.58043 2.86784 1.82203
C -2.74864 -0.71286 0.08962
C -1.94118 -1.19447 1.15014
Si -1.63900 -2.92961 1.75496
H -0.91369 -0.03429 2.79006
H -3.22493 1.33995 -0.64592
H -3.38216 -1.32965 -0.54680
Cl 0.38211 -0.10820 -1.97108
C -1.41286 -2.91142 3.61306
C -3.08243 -4.01884 1.30331
C -1.39299 2.77127 3.67245
C -3.05150 3.92930 1.39932
H -3.97504 -3.63483 1.81738
H -2.89941 -5.04444 1.65657
H -3.29343 -4.04802 0.22758
H -0.64061 -2.20468 3.94525
H -1.12742 -3.90996 3.97470
H -2.36164 -2.63179 4.09792
H -3.93759 3.50014 1.88820
H -3.25551 4.01042 0.32508
H -2.88589 4.93638 1.81040
H -2.35684 2.48317 4.12036
H -1.11843 3.76418 4.05809
H -0.62926 2.05657 4.00504
C -0.05282 -3.53827 0.90205
C -0.00593 3.57317 1.04361
P 0.27133 -2.64348 -0.67197
H -0.08247 -4.62923 0.74653
H 0.78393 -3.32197 1.58729
P 0.33526 2.69459 -0.51525
H 0.83459 3.37755 1.72701
H -0.08468 4.65939 0.89030
C 1.84382 3.30934 -1.38818
C -1.03555 3.38742 -1.59334
C -1.07563 -3.41708 -1.73312
C 1.82032 -3.31184 -1.49693
C 2.89648 -2.22462 -1.57443
H 1.48227 -3.53644 -2.52088
C 2.36674 -4.58039 -0.85798
H 2.59762 -4.42405 0.20075
H 3.30071 -4.83986 -1.37174
H 1.69234 -5.43697 -0.96031
H 2.53369 -1.35548 -2.13440
H 3.77777 -2.63131 -2.08565
H 3.19054 -1.90521 -0.56702
H -2.00162 -3.13173 -1.20655
C -0.99324 -4.94483 -1.82653
C -1.09891 -2.78804 -3.12790
H -1.04510 -5.45127 -0.85531
H -0.08418 -5.26571 -2.35442
H -1.85045 -5.29384 -2.41991
H -1.16635 -1.69541 -3.06173
H -1.97048 -3.17360 -3.67643
H -0.19637 -3.04233 -3.70052
H -1.95781 3.07940 -1.07588
C -1.04602 2.78520 -3.00055
C -0.99376 4.92396 -1.69412
H -1.05578 5.43673 -0.72683
H -1.85793 5.25274 -2.28926
H -0.09296 5.26717 -2.22413
H -1.09137 1.69046 -2.97223
H -0.15576 3.07996 -3.57395
H -1.92579 3.17356 -3.53768
C 2.91654 2.22655 -1.51145
C 2.39295 4.58816 -0.76645
H 1.46845 3.53173 -2.39973
H 2.63606 4.44036 0.29125
H 1.70953 5.43899 -0.86549
H 3.31677 4.85026 -1.29533
H 3.23810 1.88158 -0.52116
H 3.78078 2.65497 -2.03340
H 2.54357 1.37478 -2.09194
C 0.86376 0.04268 -6.13617
H -0.22613 0.03849 -6.24508
H 1.40670 0.99378 -6.12028
H 1.41414 -0.90438 -6.13554
Cl 2.84731 -2.37435 1.88441
C 2.07384 -1.07359 2.75090
C 1.73235 0.14551 2.14977
C 2.21059 1.23983 2.86738
Cl 3.00906 2.57798 2.10089
C 2.12870 1.23292 4.27388
Cl 2.22371 2.70651 5.14678
C 1.88399 -0.00541 4.91697
Cl 1.40671 -0.06058 6.55464
C 2.02067 -1.19321 4.16327
Cl 2.13087 -2.73935 4.91983

Results
Multiplicity: 5
E_LUMO (alpha / beta) (Eh): 0.001 / -0.078
Max |F| (hartree/bohr): 0.04403
HOMO-LUMO gap (alpha / beta) (eV): 7.2 / 5.3

Results of the Mulliken charge analysis, in e, for atoms 1 through 2: atom 1 (Pd): 1.13, atom 2 (C): -2.42

---

The energy results, record by record, are as follows: -77678.22201; -236678.34890; -136160.79539; -144865.77705 eV.